Formula: C18H19N3OSTi
Source: the OMol25 dataset
Level of theory: ωB97M-V with the def2-TZVPD basis set

Element x y z (Å)
Ti (-0.14754, 0.34512, -1.74194)
S (1.51977, 1.33644, -3.23821)
O (-1.85062, -0.11619, -2.09167)
N (2.66408, 3.47037, -2.06636)
N (-0.53786, 2.17245, -1.34874)
N (0.55602, 3.03719, -1.29366)
C (0.41105, -0.62485, -0.17197)
C (1.50067, -4.13253, 3.28443)
C (1.51482, 2.68732, -2.08641)
C (-5.39230, 0.46163, -1.46137)
C (-4.18854, -0.15546, -1.76890)
C (-2.94990, 1.90571, -1.31983)
C (1.25677, -4.25685, 1.91837)
C (1.65596, -1.88290, 1.59216)
C (1.98497, 0.61517, 1.35704)
C (-1.76761, 2.69490, -1.21165)
C (-2.98920, 0.53586, -1.71451)
C (-5.38971, 1.81282, -1.09663)
C (1.82202, -2.88730, 3.79664)
C (1.90139, -1.77674, 2.95644)
C (-4.20022, 2.50375, -1.03416)
C (1.73462, -0.70340, 0.61619)
C (1.33293, -3.14928, 1.09239)
C (2.94453, -0.94541, -0.29927)
H (0.99601, -5.22135, 1.49800)
H (2.15060, -0.81352, 3.38360)
H (-6.31690, 2.31992, -0.85902)
H (3.49463, 2.98601, -2.36297)
H (-4.19828, 3.54922, -0.74474)
H (1.43465, -4.99549, 3.93598)
H (3.06155, -0.11360, -0.99906)
H (1.18537, 0.82908, 2.07012)
H (2.94388, 0.61978, 1.89087)
H (2.00966, -2.76793, 4.85767)
H (2.77158, 3.98920, -1.20769)
H (1.99192, 1.43605, 0.63699)
H (-4.15119, -1.19473, -2.07123)
H (-1.84424, 3.76090, -1.03229)
H (1.11618, -3.24004, 0.03453)
H (2.81300, -1.85607, -0.88542)
H (3.86242, -1.03802, 0.29150)
H (-6.31786, -0.09779, -1.50984)
H (-0.38907, -1.09940, 0.40461)

Properties
Energy in eV: -59443.6755
Relative energy (zero: lowest compared OMol25 entry of this formula, charge and spin) in kcal/mol: 4.4
Total charge: -1
Orbital gap (alpha / beta) in eV: 5.082 / 6.274
Maximum force in eV/Å: 2.16
2S+1: 2

***

Formula: C18H19NO4
Source: the OMol25 dataset
Level of theory: ωB97M-V with the def2-TZVPD basis set

Element x y z (Å)
O (-1.55064, -2.39321, 0.64214)
O (3.20706, 2.86515, 2.78889)
O (0.23650, -1.05053, 2.05322)
O (1.21983, 0.60104, 0.89883)
N (2.53004, 2.84362, 0.63085)
C (2.55890, 2.37728, 1.88864)
C (-0.93041, -1.97088, -0.47869)
C (2.37358, 5.07708, -0.33204)
C (0.50553, -0.54591, 0.99634)
C (1.67349, 1.15438, 2.12661)
C (-3.84325, -2.28845, -0.14611)
C (-1.25291, -2.44999, -1.74916)
C (-3.13290, -3.93708, 1.46063)
C (3.30602, 3.98024, 0.17598)
C (0.12777, -1.05280, -0.34230)
C (-5.42723, -3.85071, 0.76136)
C (4.28830, 3.53827, -0.90642)
C (0.82159, -0.64047, -1.47847)
C (-5.13267, -2.78344, -0.06983)
C (-2.83678, -2.87486, 0.61355)
C (-0.55338, -2.02402, -2.85949)
C (-4.42594, -4.41983, 1.53106)
C (0.48508, -1.11359, -2.72983)
H (-2.33983, -4.36090, 2.05589)
H (1.80304, 4.72390, -1.18921)
H (0.81692, 1.45051, 2.74482)
H (3.75162, 3.16881, -1.77859)
H (1.64357, 0.04822, -1.36123)
H (-0.81408, -2.41335, -3.83223)
H (1.95418, 2.36545, -0.04512)
H (1.68027, 5.37505, 0.45026)
H (2.23889, 0.40683, 2.69378)
H (2.94977, 5.94698, -0.63437)
H (-5.91200, -2.32575, -0.66092)
H (-3.61692, -1.44372, -0.78091)
H (4.90990, 4.37511, -1.21207)
H (-4.65183, -5.24594, 2.18834)
H (1.03309, -0.78682, -3.59987)
H (3.85491, 4.33532, 1.05404)
H (-2.04599, -3.17598, -1.85201)
H (-6.43550, -4.23220, 0.81450)
H (4.93244, 2.74719, -0.53085)

Properties
Energy in eV: -28655.0831
Relative energy (zero: lowest compared OMol25 entry of this formula, charge and spin) in kcal/mol: 17.5
Orbital gap in eV: 9.116
Maximum force in eV/Å: 0.72
SMILES: CC(C)NC(=O)COC(=O)c1ccccc1Oc1ccccc1

***

Formula: C18H19NO5S2
Source: the OMol25 dataset
Level of theory: ωB97M-V with the def2-TZVPD basis set

Element x y z (Å)
S (-3.16270, 0.19058, 0.92897)
S (-1.76563, -1.75023, 2.27223)
O (-1.60066, -1.03852, 3.57050)
O (-0.94522, -3.00098, 2.27152)
O (-2.68361, -3.00909, -0.54289)
O (-3.45892, 0.52576, -0.46923)
O (-1.07171, -2.87899, -2.18400)
N (0.47212, 0.34722, -1.11802)
C (-1.13789, -1.30715, -0.47468)
C (1.21686, 0.96905, -2.20599)
C (-1.69821, -2.50826, -1.05667)
C (1.40519, 2.02597, 0.44577)
C (-4.27175, -1.23179, 1.30183)
C (1.22488, -2.58281, -2.58437)
C (0.23991, 1.09510, 0.11207)
C (3.50357, 3.73547, 1.26020)
C (-3.50172, -2.24555, 2.15655)
C (-0.23670, -0.85698, -1.35214)
C (1.33654, 2.76925, 1.61409)
C (-0.17573, 0.17710, 1.28369)
C (2.62850, 1.34341, -1.68229)
C (2.35165, 3.58875, 2.05301)
C (2.56287, 2.12743, -0.36989)
C (3.58608, 3.01113, 0.04199)
C (-0.11814, -1.86750, -2.47407)
C (-1.48682, -0.62009, 0.88489)
H (3.13314, 1.96004, -2.41153)
H (-0.40205, 0.77048, 2.18100)
H (-0.62524, 1.76541, -0.06155)
H (2.01257, -1.88785, -2.76845)
H (1.33195, 0.32879, -3.11409)
H (-3.88937, -2.30254, 3.14810)
H (-3.60374, -3.23792, 1.75488)
H (0.50324, 2.67707, 2.29887)
H (0.68270, 1.89294, -2.50374)
H (-0.37913, -1.37259, -3.40472)
H (3.21027, 0.42542, -1.58523)
H (1.53437, -3.13789, -1.69151)
H (-5.17009, -0.92052, 1.87796)
H (1.16046, -3.30465, -3.43314)
H (4.35053, 4.32306, 1.61723)
H (2.32233, 4.10020, 2.99293)
H (0.67650, -0.46264, 1.57942)
H (-4.60372, -1.70624, 0.35125)
H (4.54255, 3.08117, -0.51075)

Properties
Energy in eV: -52370.4472
Relative energy (zero: lowest compared OMol25 entry of this formula, charge and spin) in kcal/mol: 84.2
Orbital gap in eV: 9.187
Maximum force in eV/Å: 6.27

***

Formula: C18H20Br2IN14SW
Source: the OMol25 dataset
Level of theory: ωB97M-V with the def2-TZVPD basis set

Element x y z (Å)
W (-0.60617, 0.44595, 0.27361)
I (-0.01089, 0.51402, 3.27687)
Br (2.93243, 1.47907, -3.57838)
Br (0.08958, 2.79060, -2.76974)
S (-2.04739, -1.27064, 1.01473)
N (-2.16425, 1.11381, -0.73552)
N (-1.63671, -3.87505, 0.92865)
N (1.45819, 1.13164, 0.26732)
N (-0.74820, 2.42583, 1.30471)
N (-4.23723, 0.43534, -0.94617)
N (-4.03804, 0.82060, 0.29005)
N (0.75318, -0.95604, -2.04246)
N (-0.42063, -0.36362, -1.58474)
N (0.24500, -2.58462, 0.68752)
N (-0.68298, -1.02916, -3.68290)
N (-2.80049, 1.26434, 0.45654)
N (0.68994, -1.29883, 0.59872)
N (0.57929, -1.31680, -3.23140)
N (-2.58816, -0.07761, -2.66192)
C (-1.19193, 3.56985, 0.73440)
C (-1.03927, -2.70427, 0.83988)
C (4.14492, 1.85769, 0.07667)
C (1.82552, 2.41998, 0.09767)
C (-1.26045, -0.45750, -2.68190)
C (-0.68056, 2.35829, 2.63755)
C (-1.03249, 3.39416, 3.47658)
C (2.44781, 0.19520, 0.33441)
C (1.31852, 2.27643, -4.20549)
C (1.98215, -1.16643, 0.53253)
C (3.78247, 0.52335, 0.23949)
C (2.93391, -2.29909, 0.61578)
C (-1.81482, -6.29533, 1.27469)
C (-0.89487, -5.15708, 0.88799)
C (3.14853, 2.81186, 0.01234)
C (-3.04024, 0.50828, -1.54872)
C (-1.47860, 4.56882, 2.88450)
C (-1.55053, 4.65808, 1.49680)
H (5.18752, 2.13622, -0.00541)
H (-1.27874, -7.23733, 1.17844)
H (3.37317, 3.86082, -0.11903)
H (-1.25403, 3.58882, -0.34608)
H (-2.15255, -6.20638, 2.30652)
H (-3.21798, -0.45310, -3.36538)
H (-0.50039, -5.27913, -0.12219)
H (1.55460, 3.20031, -4.71896)
H (-2.63880, -3.91670, 1.05233)
H (2.44898, -3.20828, 0.94912)
H (3.34477, -2.47110, -0.38546)
H (-1.89355, 5.55961, 1.00815)
H (4.53367, -0.24991, 0.29049)
H (-2.68297, -6.34475, 0.61620)
H (3.76117, -2.05386, 1.28147)
H (-0.96422, 3.28867, 4.55093)
H (0.78119, 1.57472, -4.83178)
H (1.05250, 3.15984, 0.01427)
H (-1.76994, 5.40849, 3.50313)
H (-0.05096, -5.06805, 1.57254)

Properties
Energy in eV: -200668.4334
Total charge: +3
Orbital gap in eV: 5.284
Maximum force in eV/Å: 1.74

***

The highest energy belongs to which entry?
C18H19NO4

***

The lowest maximum force belongs to which entry?
C18H19NO4

***

Among the records above, which one has the highest maximum force?
C18H19NO5S2